C26H45ClMnNPS | ωB97M-V/def2-TZVPD

The spin multiplicity is 5. As for the expectation value of S²: 6.100. Its total charge is -1. The value obtained for the lowest unoccupied orbital energy (spin up / spin down) is 2.54 / 2.54 eV. The HOMO energy (spin up / spin down) is -2.67 / -2.81 eV.

```
76
Properties=species:S:1:pos:R:3:forces:R:3
Mn -1.20656 -1.25191 1.25019 1.8 1.0 -2.1
P -0.24543 -0.05640 -0.53812 0.3 0.5 -0.1
Cl -2.96582 -1.64905 -0.30442 -1.0 0.7 -1.3
C -0.40600 -2.79608 0.69285 1.7 -0.7 -1.6
H 0.51235 -3.23775 1.09337 -0.6 -0.3 0.2
H -0.92139 -3.40094 -0.06320 0.1 0.0 0.4
C -1.46968 1.32019 -0.78241 0.3 0.3 -0.4
C -0.26558 -1.11313 -2.07174 0.1 0.2 0.0
C -1.07692 2.51901 -1.66011 -0.4 0.0 0.1
H -2.29854 0.77800 -1.26059 0.1 0.1 0.0
C -2.28134 3.45538 -1.84647 0.1 0.0 0.0
H -0.26495 3.07902 -1.17885 -0.1 0.0 -0.1
H -0.70634 2.18676 -2.63365 0.0 0.0 0.1
C -2.82554 3.93741 -0.49602 0.0 -0.1 0.0
H -1.99131 4.30976 -2.46969 -0.1 0.0 0.1
H -3.07182 2.91705 -2.38737 0.1 0.0 0.1
C -3.18631 2.75198 0.40746 0.2 0.0 0.0
H -2.06143 4.55342 0.00027 -0.1 -0.1 0.0
H -3.70165 4.57904 -0.64663 0.1 0.0 0.0
C -1.99318 1.80493 0.58541 -0.2 -0.1 -0.2
H -3.52844 3.10366 1.38748 0.0 0.0 -0.1
H -4.01494 2.18606 -0.03790 0.1 0.0 0.0
H -1.19003 2.31442 1.13434 0.0 0.0 0.0
H -2.31833 0.94871 1.19859 0.1 0.2 -0.2
C 1.48687 0.64437 -0.45286 -0.1 0.3 -0.5
C 0.95726 -2.04357 -2.15184 0.0 -0.1 0.0
H -1.14079 -1.73931 -1.85551 0.2 0.0 0.0
C 0.74012 -3.10436 -3.23984 0.0 0.2 0.0
H 1.86716 -1.47651 -2.38367 0.0 0.0 -0.1
H 1.12162 -2.52862 -1.18103 -0.1 0.1 -0.2
C 0.45017 -2.44686 -4.59529 -0.1 0.0 0.1
H 1.62137 -3.75329 -3.30896 -0.1 0.0 0.0
H -0.10850 -3.74032 -2.95431 0.1 0.1 0.0
C -0.75512 -1.50310 -4.50325 0.1 0.1 0.0
H 1.33429 -1.87727 -4.91714 -0.1 0.0 0.0
H 0.27226 -3.21410 -5.35800 0.0 0.1 0.0
C -0.55391 -0.43069 -3.42000 0.0 -0.3 0.0
H -0.93782 -1.02032 -5.47073 0.0 -0.1 0.1
H -1.65391 -2.08522 -4.25881 0.1 0.1 0.0
H 0.26540 0.23530 -3.71574 -0.1 0.0 0.0
H -1.45913 0.17967 -3.34189 0.1 -0.1 0.0
C 1.67982 1.69728 0.65445 0.1 -0.1 -0.1
H 2.08803 -0.23917 -0.18411 -0.1 0.0 0.0
C 3.16223 2.06313 0.81698 -0.1 0.0 -0.1
H 1.10962 2.59835 0.39561 0.1 0.0 0.0
H 1.29276 1.33564 1.60686 0.1 0.1 -0.1
C 3.76655 2.56388 -0.49869 0.0 -0.1 0.0
H 3.26988 2.82019 1.60259 0.0 -0.1 -0.1
H 3.71135 1.17292 1.15593 -0.1 0.1 0.0
C 3.54559 1.54323 -1.61992 -0.1 0.1 -0.1
H 3.28842 3.51387 -0.77743 0.0 -0.1 0.0
H 4.83597 2.77058 -0.37405 -0.1 0.0 0.0
C 2.05701 1.19722 -1.77693 0.3 0.0 0.3
H 3.93427 1.92746 -2.57059 0.0 0.0 0.1
H 4.10579 0.62446 -1.39429 -0.1 0.1 0.0
H 1.50665 2.09921 -2.06314 0.1 -0.1 0.0
H 1.93375 0.47781 -2.58751 0.0 0.1 0.1
C -0.04448 -0.15481 3.10393 1.7 -0.6 0.0
C 0.81831 -1.10848 2.60220 -0.2 1.5 1.5
H -0.11912 0.80795 2.60437 -0.2 -0.2 -0.1
C 1.19211 -2.32153 3.41476 -0.1 -0.2 0.0
H 1.47368 -0.85721 1.77372 -0.4 -0.1 -0.1
C 0.19067 -2.59510 4.53973 0.1 0.1 0.1
H 1.30460 -3.20273 2.77126 -0.1 0.2 0.2
H 2.19328 -2.14136 3.83906 -0.1 0.1 0.0
C -0.01594 -1.32272 5.36763 0.0 0.0 -0.1
H -0.76578 -2.90756 4.10577 0.4 0.0 0.2
H 0.55675 -3.41130 5.17251 0.0 0.1 0.0
C -0.59096 -0.18200 4.51009 -0.2 -0.2 -0.1
H -0.68508 -1.51686 6.21245 0.1 0.0 -0.1
H 0.95159 -1.01571 5.78884 -0.1 0.0 0.0
H -1.68251 -0.24439 4.47966 0.0 0.0 0.0
H -0.34281 0.78909 4.96163 -0.1 -0.1 0.0
S -2.33339 -2.42110 2.41777 -5.4 -4.5 5.8
C -3.35318 -3.47921 3.47443 -2.8 -3.0 3.3
N -4.06359 -4.21633 4.21053 4.8 5.0 -5.0
```
Positions in Å, forces in eV/Å.

C26H45F5P2Pt | ωB97M-V/def2-TZVPD

The spin multiplicity is 5. For the relative energy (zero: lowest compared OMol25 entry of this formula, charge and spin), the calculation gives 0.164 eV. As for the expectation value of S²: 6.018. Its total charge is +2. The value obtained for the lowest unoccupied orbital energy (spin up / spin down) is -5.03 / -9.82 eV. The HOMO energy (spin up / spin down) is -13.20 / -14.68 eV.

```
79
Properties=species:S:1:pos:R:3:forces:R:3
Pt -0.44937 -0.46304 0.70860 -1.7 -0.7 0.1
C 2.06043 -1.52862 -0.68728 -0.5 -0.1 0.1
C 2.77895 -0.34318 -0.37398 0.5 -0.7 -1.4
C 1.45252 -0.84330 1.49300 0.6 -1.0 -0.8
C 1.20755 -1.89675 0.41869 3.0 0.2 0.3
C 2.46902 0.04974 0.93377 -0.7 0.2 0.9
C 2.25620 -2.37660 -1.89206 -0.1 -0.2 -0.3
H 2.30294 -1.78769 -2.82520 0.0 -0.2 0.3
H 1.43549 -3.11472 -1.97893 0.6 0.4 0.0
H 3.21019 -2.93483 -1.81676 -0.4 0.2 -0.1
C 0.99827 -3.32665 0.75701 -0.4 -0.3 0.1
H 0.56931 -3.88736 -0.06874 0.1 0.0 0.0
H 0.35143 -3.46949 1.61053 0.0 0.0 0.0
H 1.95288 -3.80572 1.00382 0.1 0.2 -0.1
C 1.54937 -1.25943 2.92291 0.0 0.3 0.5
H 2.54628 -1.68519 3.12242 -0.2 0.2 -0.1
H 0.81387 -2.00432 3.19738 0.3 0.0 -0.1
H 1.40658 -0.40232 3.58970 0.1 -0.2 0.0
C 3.20612 1.04888 1.72605 0.1 -0.1 0.5
H 4.28339 0.83360 1.69930 -0.1 0.1 0.1
H 2.86040 1.03197 2.76638 0.3 0.1 -0.2
H 3.06401 2.06087 1.33322 0.1 -0.2 0.1
C 3.85487 0.24612 -1.23366 -0.2 0.3 -0.2
H 4.81167 -0.29263 -1.10256 -0.3 0.1 0.0
H 4.03592 1.30430 -0.96754 0.0 -0.6 -0.1
H 3.59674 0.19073 -2.31483 0.2 0.0 0.7
C -0.96470 1.37447 -1.66980 0.5 -0.6 -0.7
C 0.27624 0.94918 -1.98255 -0.8 -0.3 0.0
C 1.19428 1.77664 -2.82680 0.3 0.0 -0.4
C 1.96980 2.87497 -2.04432 0.6 0.2 -0.3
C 1.54920 3.08675 -0.61862 -0.4 0.9 0.0
C 0.31786 3.51207 -0.29552 0.7 0.7 -0.2
C -0.70622 3.89214 -1.33454 -0.4 0.4 -0.1
C -1.42504 2.72758 -2.09677 -0.5 0.4 -0.1
H 0.64467 2.26383 -3.65130 0.0 -0.3 0.4
H 1.87110 3.81216 -2.62337 0.0 -0.2 0.4
H 1.91672 1.11287 -3.32692 -0.2 0.2 0.2
H -1.27051 2.88837 -3.17823 0.0 -0.3 0.4
H -1.72925 0.72882 -1.19265 0.7 0.3 -0.2
H 0.64717 -0.04900 -1.69577 -0.5 0.7 -0.3
H -2.51008 2.81663 -1.93892 0.3 0.0 -0.1
H -1.48403 4.49584 -0.83555 0.3 -0.1 -0.3
H 0.08258 3.83252 0.72563 0.2 -0.3 -0.5
H -0.24805 4.55629 -2.09438 -0.1 -0.3 0.5
H 3.04104 2.63353 -2.06399 -0.4 0.2 -0.1
H 2.35396 3.09034 0.11663 -0.4 -0.1 -0.1
P -1.62752 -1.92603 -1.44949 -0.8 -0.7 -1.2
C -1.53481 -3.75377 -1.57655 0.4 -0.2 0.8
H -2.18497 -4.12957 -2.37333 0.0 0.4 0.0
H -1.83474 -4.20345 -0.62997 0.0 -0.1 -0.3
H -0.50822 -4.06495 -1.78644 -0.2 0.0 -0.1
C -3.43224 -1.61626 -1.40825 0.1 0.3 0.7
H -3.96599 -2.18516 -2.17867 0.3 0.0 0.1
H -3.60729 -0.54892 -1.55930 -0.1 0.0 -0.1
H -3.82196 -1.87592 -0.41913 0.0 0.0 -0.3
C -1.19998 -1.51590 -3.18464 0.4 0.6 0.2
H -1.39319 -0.45956 -3.35732 0.0 -0.1 -0.2
H -1.76823 -2.12008 -3.90042 0.0 -0.1 0.4
H -0.12995 -1.67859 -3.33073 -0.1 0.0 -0.1
P -1.58897 1.14828 1.98030 -0.8 0.7 0.6
C -0.16935 2.12846 2.54474 0.2 0.0 -0.1
H -0.48068 3.15373 2.73385 0.1 0.1 0.2
H 0.58489 2.09805 1.75621 -0.1 0.2 0.2
H 0.27422 1.68960 3.44742 -0.4 0.1 -0.1
C -2.74678 2.08538 0.94502 0.2 0.4 0.0
H -2.18423 2.69430 0.23936 -0.2 0.0 0.1
H -3.38491 2.71873 1.57129 0.2 -0.1 -0.1
H -3.37893 1.38388 0.39154 0.1 0.1 0.1
C -2.58571 0.92347 3.49802 0.1 -0.5 -0.1
H -3.08965 1.86095 3.75595 0.2 0.0 -0.2
H -1.92759 0.62916 4.31003 -0.1 0.1 0.1
H -3.34207 0.14359 3.35390 0.2 0.3 0.1
F -1.94977 -3.14391 1.17136 0.0 0.6 0.0
C -1.81935 -1.89797 1.76025 -0.8 -0.9 1.0
F -3.12960 -1.37660 1.72597 1.2 -0.3 -0.1
C -1.59011 -2.33382 3.27024 -0.9 -1.0 1.5
F -2.78259 -2.74577 3.76989 1.0 0.4 -0.4
F -0.74209 -3.40347 3.40129 -0.7 1.0 -0.6
F -1.10942 -1.39827 4.13413 -0.4 -0.3 -1.1
```
Positions in Å, forces in eV/Å.